Arrangement a

Formula: C7H8N
Source: the Open Molecules 2025 dataset
Level of theory: ωB97M-V with the def2-TZVPD basis set

Charge: +1
Highest occupied orbital energy (alpha / beta) in eV: -12.85 / -12.85
SMILES: C#C[C@@]12C(C)=C1[C@@H]2[NH3+]
Spin multiplicity: 1

Atoms and positions in Å:
C 2.379 -1.380 1.353
C 1.511 -0.830 0.695
C 0.444 -0.227 -0.004
C 0.423 0.977 -0.677
C 0.960 2.356 -0.393
C 0.040 0.151 -1.738
C -0.546 -0.984 -0.823
N -2.131 -1.112 -0.496
H 3.243 -1.873 1.668
H 1.624 2.380 0.466
H 0.105 2.951 -0.205
H 1.530 2.717 -1.292
H -0.221 -2.069 -1.104
H -2.394 -2.057 -0.300
H -2.422 -0.748 -1.459
H -2.197 -0.377 0.245


Arrangement b

Formula: C7H8N
Source: the Open Molecules 2025 dataset
Level of theory: ωB97M-V with the def2-TZVPD basis set

Charge: +1
Highest occupied orbital energy in eV: -13.71
Spin multiplicity: 1

Atoms and positions in Å:
C -2.113 -1.284 -0.428
C -1.753 0.068 -0.919
C 0.079 -2.297 0.487
C 0.373 -2.028 -0.849
C -1.034 -1.239 0.583
C -0.733 -1.072 -1.108
C -0.744 0.145 0.117
N 0.920 2.087 0.905
H -3.072 -1.943 -0.503
H -2.152 0.621 -1.773
H 0.406 -3.075 1.173
H 1.236 -2.330 -1.500
H 0.151 0.878 0.448
H 1.861 2.090 0.429
H 0.859 1.892 1.891
H 0.429 3.005 0.702


Ordering by calculated energy gives the sequence arrangement a, arrangement b, with the first entry being the most stable.


Arrangement a

Formula: C18H66O24
Source: the Open Molecules 2025 dataset
Level of theory: ωB97M-V with the def2-TZVPD basis set

Charge: 0
Highest occupied orbital energy in eV: -8.62
Spin multiplicity: 1

Atoms and positions in Å:
O -0.685 -3.290 -1.729
H -1.157 -4.012 -2.076
H -1.464 -2.901 -1.285
O -2.950 3.388 -0.220
H -3.754 3.213 0.272
H -3.217 3.254 -1.166
O 4.862 0.333 -1.527
H 4.618 -0.606 -1.558
H 3.999 0.759 -1.716
O -0.874 -1.344 -3.542
H -0.896 -2.046 -2.865
H -1.668 -0.905 -3.275
O -2.781 -1.772 -0.647
H -2.938 -2.132 0.239
H -2.290 -0.929 -0.614
O 2.203 2.552 0.773
H 1.805 3.153 0.167
H 3.092 2.542 0.414
C -0.372 1.188 4.067
C -1.681 0.700 3.511
O -1.507 -0.550 2.911
O -0.422 2.333 4.911
H 0.330 1.402 3.318
H -0.036 0.436 4.677
H -1.874 1.503 2.796
H -2.335 0.691 4.351
H -2.387 -0.809 2.573
H -0.917 3.036 4.464
C -0.527 4.336 2.063
C -1.914 4.409 2.726
O -1.764 4.695 4.112
O -0.684 4.284 0.679
H 0.120 3.572 2.499
H -0.037 5.246 2.307
H -2.410 3.509 2.507
H -2.490 5.184 2.283
H -2.565 5.076 4.435
H -1.596 3.943 0.455
C -4.892 1.663 1.949
C -4.839 0.268 1.351
O -4.140 -0.609 2.278
O -5.237 2.664 1.013
H -3.991 1.936 2.480
H -5.551 1.623 2.820
H -4.324 0.366 0.382
H -5.814 -0.110 0.989
H -4.492 -0.428 3.177
H -6.156 2.498 0.822
C 1.987 0.478 -3.015
C 2.702 0.247 -4.353
O 4.050 -0.107 -4.151
O 2.616 1.370 -2.164
H 1.771 -0.489 -2.551
H 1.000 0.922 -3.216
H 2.519 1.094 -5.023
H 2.201 -0.555 -4.890
H 4.525 0.726 -4.079
H 2.341 2.200 -2.616
C 4.523 -2.389 3.157
C 4.283 -1.839 1.748
O 5.501 -2.022 1.087
O 3.472 -2.126 4.035
H 5.482 -2.088 3.639
H 4.523 -3.465 3.176
H 3.880 -0.821 1.725
H 3.485 -2.354 1.264
H 5.278 -1.921 0.096
H 2.681 -2.078 3.513
C 2.284 -3.215 -3.496
C 2.369 -4.724 -3.665
O 1.218 -5.384 -3.403
O 2.186 -3.037 -2.128
H 1.415 -2.877 -4.063
H 3.160 -2.713 -3.930
H 3.235 -5.155 -3.093
H 2.610 -4.889 -4.720
H 0.727 -5.616 -4.233
H 1.250 -3.076 -1.924
C 0.518 -3.083 3.424
C 1.180 -3.659 2.214
O 0.639 -4.972 2.158
O 0.829 -1.733 3.576
H 0.869 -3.654 4.276
H -0.536 -3.280 3.418
H 2.225 -3.845 2.406
H 1.017 -3.136 1.336
H 0.688 -5.155 1.185
H 0.023 -1.236 3.312
C -0.364 0.922 0.001
C 0.253 -0.516 0.096
O 1.594 -0.279 0.384
O -1.746 0.906 -0.163
H 0.045 1.449 -0.839
H -0.188 1.519 0.927
H 0.209 -1.083 -0.784
H -0.172 -1.149 0.894
H 1.885 0.568 -0.006
H -2.097 1.814 -0.095
C -1.667 2.427 -4.624
C -1.755 2.377 -3.102
O -3.095 2.520 -2.718
O -0.369 2.220 -4.970
H -2.116 3.382 -4.894
H -2.337 1.705 -4.985
H -1.106 3.170 -2.768
H -1.361 1.425 -2.792
H -3.450 1.669 -2.833
H -0.290 1.299 -5.316


Arrangement b

Formula: C18H66O24
Source: the Open Molecules 2025 dataset
Level of theory: ωB97M-V with the def2-TZVPD basis set

Charge: 0
Highest occupied orbital energy in eV: -9.13
Spin multiplicity: 1

Atoms and positions in Å:
O -6.811 -12.338 -6.133
H -7.340 -11.637 -6.551
H -6.779 -12.074 -5.213
O -9.394 -6.777 -2.386
H -10.078 -6.158 -2.170
H -9.074 -6.992 -1.517
O -7.660 -7.758 -6.179
H -8.021 -7.027 -6.648
H -7.942 -8.498 -6.718
O -10.042 -12.189 -0.801
H -10.686 -12.321 -0.087
H -10.417 -11.579 -1.391
O -11.832 -11.542 -3.354
H -12.601 -11.197 -3.729
H -11.207 -10.825 -3.312
O -8.280 -10.228 -7.177
H -8.608 -10.241 -8.047
H -9.148 -10.256 -6.763
C -3.515 -14.266 -2.005
C -4.849 -14.225 -2.764
O -4.743 -13.269 -3.863
O -3.600 -15.164 -0.928
H -3.331 -13.228 -1.691
H -2.759 -14.621 -2.682
H -5.681 -13.958 -2.041
H -5.008 -15.259 -3.174
H -4.238 -13.656 -4.541
H -3.828 -15.993 -1.380
C -8.241 -14.769 -4.643
C -8.551 -14.007 -3.320
O -9.904 -13.728 -3.127
O -6.872 -15.088 -4.731
H -8.452 -14.143 -5.535
H -8.915 -15.666 -4.726
H -8.036 -13.049 -3.328
H -8.049 -14.595 -2.513
H -9.925 -13.325 -2.218
H -6.353 -14.320 -4.502
C -13.098 -7.830 -3.359
C -14.200 -7.311 -2.422
O -14.008 -5.998 -2.140
O -13.149 -9.173 -3.496
H -12.123 -7.605 -3.010
H -13.210 -7.295 -4.305
H -14.131 -7.748 -1.408
H -15.170 -7.478 -2.897
H -14.703 -5.704 -1.543
H -13.042 -9.521 -2.610
C -11.194 -9.275 0.925
C -11.907 -8.741 -0.308
O -12.531 -9.880 -0.864
O -10.529 -8.160 1.441
H -10.412 -10.004 0.696
H -11.917 -9.690 1.672
H -11.207 -8.333 -0.980
H -12.578 -7.926 -0.001
H -13.064 -10.353 -0.250
H -11.178 -7.602 1.769
C -11.796 -10.115 -6.486
C -11.255 -8.708 -6.563
O -12.344 -7.948 -6.731
O -10.673 -10.947 -6.193
H -12.285 -10.334 -7.473
H -12.490 -10.391 -5.759
H -10.643 -8.415 -7.353
H -10.724 -8.480 -5.639
H -12.978 -8.277 -6.032
H -11.064 -11.804 -5.890
C -8.899 -10.059 -3.684
C -7.664 -10.178 -2.827
O -6.642 -10.986 -3.479
O -10.071 -9.542 -3.059
H -9.194 -11.040 -4.105
H -8.616 -9.397 -4.457
H -7.861 -10.669 -1.943
H -7.191 -9.192 -2.747
H -5.972 -11.091 -2.840
H -9.955 -8.703 -2.684
C -6.396 -7.232 0.419
C -7.152 -8.525 0.572
O -8.389 -8.317 -0.066
O -5.220 -7.438 1.080
H -6.992 -6.445 0.857
H -6.198 -6.989 -0.617
H -7.289 -8.950 1.552
H -6.571 -9.275 0.063
H -9.149 -8.394 0.536
H -4.547 -7.384 0.473
C -4.000 -10.333 -1.301
C -3.509 -9.775 -2.663
O -2.290 -9.069 -2.572
O -5.037 -11.248 -1.361
H -4.268 -9.417 -0.847
H -3.280 -10.815 -0.659
H -4.285 -9.170 -3.210
H -3.320 -10.701 -3.326
H -2.175 -8.445 -3.332
H -4.987 -11.719 -0.520
C -7.022 -11.985 1.343
C -7.017 -13.269 0.542
O -5.702 -13.743 0.516
O -8.296 -11.397 1.243
H -6.270 -11.289 1.024
H -6.711 -12.257 2.404
H -7.254 -12.989 -0.485
H -7.810 -13.952 0.859
H -5.699 -14.591 0.099
H -8.729 -11.646 0.435


Ordering by calculated energy gives the sequence arrangement a, arrangement b, with the first entry being the most stable.


Arrangement a

Formula: CH2N2O2
Source: the Open Molecules 2025 dataset
Level of theory: ωB97M-V with the def2-TZVPD basis set

Charge: 0
Highest occupied orbital energy (alpha / beta) in eV: -10.15 / -10.16
SMILES: N=C=O.N=O
Spin multiplicity: 1

Atoms and positions in Å:
N -1.553 -0.013 -0.594
C -1.761 -0.618 0.418
O -2.323 -1.224 1.214
H -0.779 0.629 -0.765
N 2.017 0.109 0.080
O 1.271 0.926 -0.461
H 3.129 0.191 0.108


Arrangement b

Formula: CH2N2O2
Source: the Open Molecules 2025 dataset
Level of theory: ωB97M-V with the def2-TZVPD basis set

Charge: 0
Highest occupied orbital energy (alpha / beta) in eV: -10.20 / -10.07
Spin multiplicity: 1

Atoms and positions in Å:
C -1.086 -0.593 0.090
N 1.474 0.299 -0.276
N -0.675 0.860 0.069
O -2.267 -0.742 0.068
O 0.559 1.146 0.062
H 2.380 0.771 -0.243
H -0.384 -1.742 0.229


Ordering by calculated energy gives the sequence arrangement a, arrangement b, with the first entry being the most stable.